# 1
73
Properties=species:S:1:pos:R:3 method="wB97M-V/def2-TZVPD" charge=-2 largest_force_ev_per_a=1.99 orbital_gap_ev=4.50 energy_ev=-92849.745
P 0.2441 -0.6635 -0.0351
C 1.6555 -0.2651 -1.3396
C 1.6426 -0.9655 -2.6974
C 2.8602 -0.6415 -3.5649
C 3.1194 0.8817 -3.6387
C 3.1369 1.5734 -2.2633
C 1.8713 1.2397 -1.4740
C -1.2894 0.1676 -0.7461
C -1.4272 0.0608 -2.2593
C -2.7736 0.6241 -2.7066
C -2.9534 2.0670 -2.1940
C -2.7032 2.2252 -0.6803
C -1.3658 1.6192 -0.2714
C -0.0545 -2.3957 -0.6203
C 1.1603 -3.3278 -0.4694
C 0.9170 -4.6089 -1.2474
C -0.3491 -5.3090 -0.7366
C -1.5666 -4.3812 -0.6910
C -1.2387 -3.0849 0.0566
H 2.5050 -0.6627 -0.7620
H 0.7262 -0.6837 -3.2330
H 1.6366 -2.0565 -2.6137
H 2.6923 -1.0414 -4.5795
H 3.7583 -1.1619 -3.1741
H 4.0846 1.0458 -4.1279
H 2.3701 1.3564 -4.2966
H 4.0144 1.2511 -1.6803
H 3.2097 2.6653 -2.3744
H 1.9390 1.7050 -0.4848
H 1.0091 1.6880 -1.9796
H -2.1302 -0.3479 -0.2550
H -3.5822 -0.0284 -2.3279
H -1.3912 -0.9691 -2.6350
H -0.6046 0.6251 -2.7252
H -2.8242 0.5900 -3.8047
H -3.9722 2.4021 -2.4146
H -2.2728 2.7401 -2.7441
H -2.7392 3.2804 -0.3810
H -3.4989 1.7186 -0.1093
H -1.2629 1.6569 0.8171
H -0.5325 2.2027 -0.6837
H -0.3029 -2.2468 -1.6803
H 2.1273 -2.8774 -0.7291
H 1.2423 -3.5750 0.5944
H 0.7998 -4.3760 -2.3180
H 1.7874 -5.2596 -1.1076
H -0.1757 -5.7522 0.2540
H -0.5718 -6.1498 -1.3875
H -2.3911 -4.8660 -0.1593
H -1.8857 -4.1552 -1.7211
H -2.1243 -2.4431 0.1332
H -0.9447 -3.3223 1.0885
Ce -0.1215 -0.5936 4.0616
Cl -2.5000 -0.5971 2.9279
Cl 1.3507 -1.7616 2.2188
C 0.4154 1.5522 3.9934
H 1.2554 1.7424 4.6815
C -0.9214 5.1866 2.2222
C 0.2054 5.1994 3.0647
C 0.5925 4.0642 3.7592
C -0.0953 2.8235 3.5782
C -1.3363 2.8869 2.8666
C -1.7171 4.0263 2.1642
H -1.1713 6.0640 1.6184
H 0.8024 6.1074 3.1599
H 1.4732 4.0469 4.4055
H -1.9615 1.9789 2.8240
H -2.6154 4.0223 1.5325
O -0.1201 0.1289 6.2654
S 1.0220 -0.9013 6.5117
O 0.3741 -2.1452 5.8747
O 2.1312 -0.5638 5.5585
O 1.3568 -1.0355 7.8921

=====

# 2
70
Properties=species:S:1:pos:R:3 method="wB97M-V/def2-TZVPD" charge=+3 relative_energy_kcal_mol=2.1 largest_force_ev_per_a=0.64 orbital_gap_ev=6.25 energy_ev=-66510.636
Ta 0.5400 0.0642 2.4675
C -0.0030 0.6831 4.6293
C -0.5536 1.7276 3.8306
C -1.6035 1.1752 3.0695
C -1.7304 -0.2063 3.4145
C -0.7661 -0.4971 4.4047
H 0.7525 0.8009 5.3980
H -0.2029 2.7519 3.8181
H -2.2420 1.7217 2.3971
H -2.4491 -0.9041 3.0067
H -0.5920 -1.4499 4.8864
Cl 4.1822 -2.8196 0.8597
C 3.1638 -2.8892 2.2694
Cl 4.0138 -2.5943 3.8023
C 2.1838 -1.7620 2.2973
O 1.0013 -1.8781 2.8449
O 2.4233 -0.5851 1.8756
H 2.6530 -3.8472 2.3353
C 2.7841 3.3409 -0.6959
C 2.6218 3.0238 0.7910
C 1.2931 2.2729 0.9879
C 0.9651 1.3400 -0.2126
C 2.2595 0.8399 -0.8711
C 2.9747 2.0512 -1.5084
P -0.4473 0.1596 0.0966
C -2.0139 1.1002 -0.1703
C -2.1919 1.7923 -1.5517
C -2.8802 0.9938 -2.6627
C -3.9787 0.0469 -2.1463
C -4.4131 0.4049 -0.7315
C -3.2407 0.2388 0.2382
C -0.3796 -1.3826 -0.9172
C -0.1559 -1.0441 -2.4293
C 0.8936 -1.9558 -3.0682
C 0.5578 -3.4136 -2.7849
C 0.5455 -3.7118 -1.2727
C 0.6019 -2.4432 -0.4076
H 3.6384 4.0026 -0.8273
H 1.9164 3.9081 -1.0440
H 2.6168 3.9246 1.4028
H 3.4560 2.4021 1.1230
H 0.4633 2.9465 1.2136
H 1.4902 1.7842 2.0356
H 0.4823 2.0168 -0.9311
H 2.0505 0.0986 -1.6368
H 2.9049 0.3595 -0.1374
H 2.6089 2.2000 -2.5247
H 4.0346 1.8119 -1.5917
H -1.9014 1.9359 0.5270
H -1.2606 2.2291 -1.9227
H -2.8165 2.6553 -1.3126
H -2.1498 0.4516 -3.2556
H -3.3094 1.7268 -3.3460
H -3.6259 -0.9908 -2.1524
H -4.8357 0.0734 -2.8164
H -5.2228 -0.2441 -0.3986
H -4.8015 1.4251 -0.6884
H -2.9855 -0.8276 0.2596
H -3.5659 0.4951 1.2485
H -1.3951 -1.7767 -0.8024
H 0.0959 0.0073 -2.5925
H -1.1045 -1.2063 -2.9378
H 1.9018 -1.7136 -2.7187
H 0.8933 -1.7687 -4.1422
H 1.2622 -4.0692 -3.2926
H -0.4226 -3.6310 -3.2135
H 1.3949 -4.3387 -0.9973
H -0.3482 -4.2779 -1.0054
H 1.6177 -2.0320 -0.4268
H 0.3504 -2.7238 0.6146